Below is 22 unconnected molecules or ions with the total composition C9H60NO22 at a distorted geometry, with properties calculated with wB97M-V/def2-TZVPD.

Output
HOMO energy ... -2.07 eV
Gap between HOMO and LUMO ... 3.735 eV
Energy above the lowest of the compared OMol25 structures with the same formula, charge and spin ... 94.3 kcal/mol
DFT total energy ... -2088.82453 Eh
Net charge ... -1

Bonds (Å) are listed after each position.
CARTESIAN COORDINATES (ANGSTROEM)
1 C -6.32 16.74 -5.43  C2 1.512, H12 1.090, H13 1.090, H14 1.090
2 C -5.13 17.62 -5.14  C1 1.512, C3 1.643, N7 1.512, C11 1.582
3 C -4.76 18.47 -6.49  C2 1.643, C4 1.516, H15 1.090, H16 1.090
4 C -5.48 19.79 -6.67  C3 1.516, C5 1.552, H17 1.090, H18 1.090
5 C -5.54 20.53 -5.30  C4 1.552, C6 1.581, H19 1.090, H20 1.090
6 C -6.04 19.80 -4.00  C5 1.581, N7 1.494, C9 1.534, C10 1.607
7 N -5.39 18.46 -3.90  C2 1.512, C6 1.494, O8 1.471
8 O -5.57 17.77 -2.62  N7 1.471
9 C -7.57 19.74 -4.07  C6 1.534, H21 1.090, H22 1.090, H23 1.090
10 C -5.69 20.81 -2.80  C6 1.607, H24 1.090, H25 1.090, H26 1.090
11 C -3.79 16.79 -4.93  C2 1.582, H27 1.090, H28 1.090, H29 1.090
12 H -7.24 17.33 -5.52  C1 1.090
13 H -6.64 15.99 -4.71  C1 1.090
14 H -6.27 16.27 -6.41  C1 1.090
15 H -5.10 17.89 -7.36  C3 1.090
16 H -3.69 18.65 -6.59  C3 1.090
17 H -6.49 19.63 -7.04  C4 1.090
18 H -5.11 20.46 -7.45  C4 1.090
19 H -6.27 21.31 -5.50  C5 1.090
20 H -4.58 21.00 -5.09  C5 1.090
21 H -8.05 20.55 -4.61  C9 1.090
22 H -7.92 19.78 -3.04  C9 1.090
23 H -8.00 18.84 -4.53  C9 1.090
24 H -5.92 21.83 -3.11  C10 1.090
25 H -4.66 20.61 -2.51  C10 1.090
26 H -6.31 20.60 -1.93  C10 1.090
27 H -3.01 17.53 -4.73  C11 1.090
28 H -3.52 16.12 -5.74  C11 1.090
29 H -3.85 16.30 -3.96  C11 1.090
30 O -2.70 23.10 -11.38  H31 0.957, H32 0.957
31 H -2.20 22.69 -10.66  O30 0.957
32 H -2.22 22.86 -12.17  O30 0.957
33 O -8.72 12.35 -2.73  H34 0.957, H35 0.957
34 H -8.38 12.81 -1.96  O33 0.957
35 H -9.53 11.94 -2.43  O33 0.957
36 O -11.13 15.80 -6.02  H37 0.957, H38 0.957
37 H -10.77 15.01 -6.42  O36 0.957
38 H -11.13 16.45 -6.72  O36 0.957
39 O -9.28 24.35 -4.28  H40 0.957, H41 0.957
40 H -9.02 23.43 -4.35  O39 0.957
41 H -8.83 24.79 -5.00  O39 0.957
42 O -2.53 18.59 0.15  H43 0.957, H44 0.957
43 H -2.98 19.15 0.77  O42 0.957
44 H -3.21 18.30 -0.46  O42 0.957
45 O -1.43 20.42 -4.65  H46 0.957, H47 0.957
46 H -1.34 21.27 -5.08  O45 0.957
47 H -2.20 20.03 -5.05  O45 0.957
48 O -9.25 12.65 -6.45  H49 0.957, H50 0.957
49 H -8.43 12.42 -6.88  O48 0.957
50 H -9.16 12.30 -5.56  O48 0.957
51 O -11.19 18.69 -8.15  H52 0.957, H53 0.957
52 H -11.91 18.89 -8.74  O51 0.957
53 H -10.96 19.54 -7.76  O51 0.957
54 O -4.68 20.66 1.88  H55 0.957, H56 0.957
55 H -4.79 21.40 1.29  O54 0.957
56 H -5.42 20.73 2.49  O54 0.957
57 O -9.79 16.76 -2.21  H58 0.957, H59 0.957
58 H -9.81 16.35 -3.07  O57 0.957
59 H -8.89 17.06 -2.10  O57 0.957
60 O -3.94 14.20 -9.15  H61 0.957, H62 0.957
61 H -3.67 14.52 -8.29  O60 0.957
62 H -3.13 13.92 -9.57  O60 0.957
63 O 0.54 18.75 -7.00  H64 0.957, H65 0.957
64 H 1.43 18.74 -6.64  O63 0.957
65 H -0.02 18.93 -6.25  O63 0.957
66 O -12.97 19.48 -2.73  H67 0.957, H68 0.957
67 H -13.62 19.77 -3.38  O66 0.957
68 H -12.28 19.08 -3.25  O66 0.957
69 O -9.86 22.61 -8.42  H70 0.957, H71 0.957
70 H -9.60 22.69 -9.34  O69 0.957
71 H -9.23 23.16 -7.95  O69 0.957
72 O -2.82 12.32 -1.99  H73 0.957, H74 0.957
73 H -3.63 12.70 -1.67  O72 0.957
74 H -2.99 12.09 -2.90  O72 0.957
75 O -0.40 21.00 -9.63  H76 0.957, H77 0.957
76 H 0.41 21.19 -10.11  O75 0.957
77 H -0.17 20.27 -9.06  O75 0.957
78 O 0.58 14.16 -2.56  H79 0.957, H80 0.957
79 H 0.66 14.08 -3.51  O78 0.957
80 H -0.23 13.71 -2.34  O78 0.957
81 O -0.51 15.89 -8.74  H82 0.957, H83 0.957
82 H -0.28 16.23 -9.61  O81 0.957
83 H -0.12 16.50 -8.13  O81 0.957
84 O -7.70 25.31 -0.84  H85 0.957, H86 0.957
85 H -7.36 24.95 -1.65  O84 0.957
86 H -8.63 25.47 -1.02  O84 0.957
87 O -5.75 11.54 -4.52  H88 0.957, H89 0.957
88 H -6.06 11.83 -5.37  O87 0.957
89 H -6.45 11.78 -3.91  O87 0.957
90 O -6.27 11.84 -8.36  H91 0.957, H92 0.957
91 H -6.02 11.11 -8.92  O90 0.957
92 H -5.77 12.59 -8.70  O90 0.957